Record 1
Here is C22H35NO3P2SZr as an isolated structure at a distorted geometry from the Open Molecules 2025 dataset. Energies are from wB97M-V/def2-TZVPD.

The frontier orbital gap (alpha / beta) is 3.22 / 3.23 eV. The value obtained for the strongest force on any atom is 4.643 eV Å⁻¹. The total energy comes out at -2266.84832 a.u. Its charge is +2. Its multiplicity is 1. The energy above the lowest of the compared OMol25 structures with the same formula, charge and spin comes out at 64.72 kJ/mol.

```
65
Properties=species:S:1:pos:R:3:forces:R:3:lowdin_charge:R:1
P 0.0767 -1.9148 -3.2114 -1.0 0.0 -0.8 0.8775
P 0.3268 1.7000 -3.1708 -0.7 0.3 -1.2 0.9675
C -0.2595 -0.7813 -4.6378 0.3 -0.3 -0.2 -0.4020
C 0.5489 0.5267 -4.6689 0.1 0.2 0.2 -0.3308
H -1.3449 -0.6025 -4.6539 0.3 0.1 0.0 0.0797
H -0.0324 -1.3923 -5.5279 -0.1 0.5 0.0 0.0912
H 1.6292 0.3533 -4.7976 -0.3 -0.1 0.1 0.0792
H 0.2228 1.1249 -5.5391 0.2 -0.1 0.3 0.0938
C -1.2894 2.4095 -3.6474 0.1 0.1 0.0 -0.2116
H -1.6335 3.0713 -2.8507 -0.1 0.0 -0.1 0.0565
H -2.0481 1.6414 -3.8399 0.3 0.1 0.1 0.0573
H -1.1373 2.9882 -4.5625 -0.1 0.0 0.1 0.0597
C 1.4877 3.0605 -3.5357 -0.1 -0.1 -0.2 -0.2110
H 1.1585 3.5936 -4.4420 0.3 -0.2 0.3 0.0646
H 2.4909 2.6449 -3.6858 -0.1 0.3 0.1 0.0572
H 1.4782 3.7462 -2.6806 0.2 -0.1 -0.4 0.0438
C -1.0381 -3.2922 -3.6832 0.5 -0.1 -0.3 -0.2667
H -1.0051 -4.0462 -2.8842 -0.2 0.1 -0.3 0.0411
H -0.7002 -3.7317 -4.6372 -0.3 0.0 0.3 0.0515
H -2.0584 -2.8972 -3.7937 0.3 -0.2 0.1 0.0480
C 1.7399 -2.5296 -3.6447 -0.1 -0.2 -0.1 -0.2599
H 2.4625 -1.7048 -3.6541 -0.1 -0.2 0.0 0.0380
H 1.7131 -3.0070 -4.6318 0.2 0.0 0.1 0.0540
H 2.0261 -3.2710 -2.8904 0.2 0.1 -0.2 0.0439
Zr 1.8603 -0.9805 2.3049 -2.3 0.0 -0.3 1.7675
C 0.1599 2.1298 -0.9744 -0.3 -0.4 2.7 -0.2745
C -1.1507 1.8947 -0.4945 0.7 1.5 -0.7 -0.1319
C -1.8707 0.7550 -1.0294 -0.8 -1.4 -0.1 -0.2255
C -2.1654 -0.4678 -0.1146 -1.2 0.4 -1.3 -0.1405
C -1.1868 -1.5632 -0.2778 1.7 -0.2 2.7 -0.0598
C 0.1689 -1.3498 -0.2243 0.4 -0.3 1.2 -0.2392
C 0.9354 -0.2925 -0.9427 0.7 0.5 0.1 -0.3558
C 1.1570 1.0915 -0.2955 0.7 -0.1 -0.3 -0.1827
C 1.2964 -2.6642 3.5510 0.3 -0.2 0.0 -0.2425
H 0.4840 3.1777 -0.9440 0.1 -0.3 0.3 0.1003
H -1.7349 2.6698 0.0095 0.2 0.2 -0.7 0.1197
H -1.2755 0.3744 -1.8752 -0.6 0.0 0.0 0.0514
H -2.8461 1.0711 -1.4442 0.3 0.1 0.3 0.1349
H -2.1638 -0.1755 0.9654 -0.1 -0.4 -0.8 0.1196
H -3.1718 -0.8498 -0.3815 0.4 0.2 0.4 0.1281
H -1.5569 -2.5491 0.0226 0.2 0.2 0.0 0.1299
H 0.8101 -2.1177 0.2914 -0.3 -0.6 -1.1 0.0621
H 0.3906 -0.1064 -1.9088 0.8 -0.2 1.1 -0.0441
H 1.9107 -0.6778 -1.3048 -0.5 -0.2 0.4 0.1082
H 0.9536 1.0600 0.8201 0.1 0.4 -1.1 0.0536
H 2.2290 1.3865 -0.4256 -0.7 0.1 0.0 0.1178
H 1.8633 -2.7727 4.4890 0.1 0.2 -0.2 0.0326
H 1.4710 -3.5967 2.9922 0.0 0.0 -0.1 0.0246
H 0.2366 -2.6700 3.8347 0.0 0.1 -0.2 0.0208
O -1.8406 -0.8546 3.2286 1.7 1.2 1.6 0.1157
C -0.9511 -0.1977 3.7698 -2.0 -1.6 -2.2 -0.4521
N 0.2479 0.0839 3.1020 1.5 0.9 -1.2 -0.2574
S 1.1714 1.3501 3.7747 -3.2 -2.0 -2.7 0.8287
O 2.5084 0.6070 3.5162 -0.1 1.2 0.6 -0.4589
O 0.9166 2.5656 3.0512 1.3 -0.6 1.4 -0.2002
C 0.3116 1.0896 5.2744 1.3 0.9 2.5 -0.2386
C 0.8060 1.4487 6.5243 -0.1 0.1 0.0 -0.0073
C 0.1697 0.9286 7.6560 -0.4 0.0 -0.2 -0.0055
C -0.9955 0.1471 7.5270 0.5 0.3 -0.2 0.0018
C -1.5224 -0.1396 6.2646 0.3 0.3 -0.4 0.0558
C -0.8287 0.3184 5.1285 -0.4 -0.6 0.9 -0.1209
H 1.6728 2.1016 6.5957 -0.1 -0.2 0.2 0.1356
H 0.5827 1.1223 8.6440 -0.1 0.0 -0.2 0.1303
H -1.4584 -0.2728 8.4196 0.1 0.2 -0.3 0.1315
H -2.4088 -0.7649 6.1509 0.3 0.2 -0.1 0.1444
```
Positions in Å, forces in eV/Å.

=====

Record 2
Here is C22H35NO4P2Pd as an isolated structure at a distorted geometry from the Open Molecules 2025 dataset. Energies are from wB97M-V/def2-TZVPD.

The frontier orbital gap (alpha / beta) is 6.70 / 3.73 eV. The value obtained for the strongest force on any atom is 5.537 eV Å⁻¹. The total energy comes out at -2024.49678 a.u. Its charge is +2. Its multiplicity is 5. The energy above the lowest of the compared OMol25 structures with the same formula, charge and spin comes out at 297.62 kJ/mol. As for the expectation value of S²: 6.05.

```
65
Properties=species:S:1:pos:R:3:forces:R:3:mulliken_spin:R:1
P -2.6927 1.2254 -1.4826 1.9 -1.6 -2.2 0.2125
P -2.2410 -2.1038 -2.1056 0.1 -1.7 -2.1 -0.0342
C -3.2665 0.2500 -2.9241 -0.8 -0.2 -0.1 -0.0025
C -3.7006 -1.1921 -2.6152 -0.2 -0.2 0.1 0.0366
H -2.3801 0.2365 -3.5747 -0.2 0.1 0.0 0.0049
H -4.0663 0.7694 -3.4708 0.2 0.0 0.2 -0.0027
H -4.4539 -1.2796 -1.8147 0.2 0.2 -0.3 -0.0027
H -4.1181 -1.7068 -3.5045 0.2 0.3 0.4 -0.0034
C -1.4081 -2.5144 -3.7070 0.3 0.4 -0.1 0.0002
H -0.3985 -2.9147 -3.5974 -0.1 0.0 0.2 0.0006
H -1.3438 -1.6739 -4.3976 0.1 0.2 0.1 -0.0015
H -1.9925 -3.2939 -4.2159 -0.1 0.3 0.4 0.0006
C -2.6919 -3.8108 -1.7003 -0.5 -0.2 0.7 -0.0018
H -2.9012 -4.3898 -2.6112 0.1 0.5 0.2 0.0002
H -3.5928 -3.8508 -1.0875 0.0 0.0 0.2 -0.0014
H -1.8939 -4.3306 -1.1625 -0.1 0.1 -0.1 -0.0018
C -2.5504 2.8542 -2.2076 0.1 0.3 -0.2 0.0145
H -2.0656 3.5310 -1.4906 -0.2 0.0 -0.3 -0.0090
H -3.5401 3.2316 -2.5252 0.6 0.0 0.1 0.0018
H -1.9066 2.7306 -3.0858 0.0 0.3 0.1 0.0073
C -4.5184 1.3650 -0.6137 -4.1 0.4 -1.6 0.2887
H -5.0191 0.4132 -0.7727 0.1 0.1 0.0 -0.0184
H -4.9009 2.1451 -1.2647 -0.5 -0.1 -0.1 -0.0027
H -4.8376 1.7287 0.4438 -0.6 -0.2 -0.3 0.0005
Pd -3.0634 1.7405 0.6136 3.0 1.0 4.6 1.4088
C 1.7623 -1.9723 -0.1218 -0.3 -1.1 2.4 0.0418
C 2.1313 -1.3186 -1.2438 -0.1 1.1 -1.0 0.3004
C 1.1579 -0.8241 -2.2566 -0.3 0.6 -0.6 0.0083
C 0.4912 0.5214 -1.8621 1.3 0.3 -1.0 0.0280
C -0.7645 0.2197 -1.1398 -0.3 0.7 1.5 0.4085
C -1.3414 -1.2000 -0.8361 -0.8 1.5 1.0 -0.0274
C -0.7265 -2.1816 0.1468 0.4 -0.1 1.2 0.0827
C 0.6091 -1.8008 0.7789 0.5 -2.6 -1.9 0.1960
C -1.1374 2.2040 1.5898 1.6 1.1 1.2 0.5954
H 2.4010 -2.7738 0.2550 1.0 1.0 0.3 0.0086
H 3.1656 -0.9970 -1.3975 0.0 -1.0 -0.1 -0.0241
H 0.3737 -1.5794 -2.3695 0.4 0.2 0.0 0.0455
H 1.6156 -0.7116 -3.2456 0.2 -0.1 0.3 0.0037
H 1.2461 1.0833 -1.2549 -0.9 -0.3 -0.1 0.0131
H 0.3010 1.1781 -2.7366 0.2 -0.6 0.1 0.0078
H -0.6757 0.7088 -0.1361 -0.1 -0.8 -0.6 -0.0770
H -2.0789 -0.7401 -0.1349 -0.8 -0.9 -0.9 0.0183
H -0.5857 -3.2084 -0.2463 0.0 0.7 0.1 0.0128
H -1.4078 -2.2923 1.0139 0.0 -0.1 -0.6 0.0015
H 0.7265 -0.7539 1.4839 0.7 0.7 0.3 0.0987
H 0.6838 -2.5679 1.5689 0.4 0.6 0.0 -0.0048
H -0.9607 1.6152 2.5090 -0.5 -0.1 -0.6 0.0587
H -1.4568 3.2429 1.7888 -0.5 -0.3 -0.1 0.0423
H -0.1909 2.2718 1.0255 -0.6 -0.4 -0.2 -0.0124
O 2.5479 0.9604 0.7242 -0.9 -0.7 0.7 0.0360
C 2.3790 0.6171 1.9049 1.1 0.7 -0.7 -0.0168
O 1.3435 -0.0251 2.3932 -0.2 0.2 -0.4 0.2499
C 3.4551 0.9798 2.9063 0.4 0.1 0.9 0.0109
C 3.1555 0.9763 4.2805 0.2 -0.1 -0.4 -0.0015
C 4.1000 1.3655 5.2241 0.6 0.3 0.0 0.0002
C 5.3815 1.7792 4.8115 -1.8 -0.9 -1.8 -0.0015
C 5.7240 1.7148 3.4431 -0.3 0.2 0.7 0.0019
C 4.7605 1.3551 2.5026 -0.6 -0.1 0.1 -0.0001
N 6.2898 2.3498 5.7546 2.3 1.2 2.3 0.0003
O 5.9130 2.4504 6.9480 0.8 -0.3 -2.6 -0.0003
O 7.4077 2.7356 5.3336 -2.5 -0.9 0.9 -0.0003
H 2.1573 0.6797 4.5996 0.3 0.0 0.0 -0.0008
H 3.8528 1.3747 6.2791 0.1 0.1 -0.1 0.0001
H 6.7309 1.9939 3.1477 -0.2 0.0 0.0 0.0004
H 5.0067 1.4098 1.4429 -0.1 -0.2 0.3 0.0001
```
Positions in Å, forces in eV/Å.

=====

Record 3
Here is C22H36AlBrCl6F9MgN2O12PSSi2 as an isolated structure at a distorted geometry from the Open Molecules 2025 dataset. Energies are from wB97M-V/def2-TZVPD.

The frontier orbital gap is 0.99 eV. The value obtained for the strongest force on any atom is 1.415 eV Å⁻¹. The total energy comes out at -9866.51266 a.u. Its charge is +2. Its multiplicity is 1.

```
94
Properties=species:S:1:pos:R:3:forces:R:3:lowdin_charge:R:1
O 0.4150 -2.3420 3.0204 -0.2 -0.7 0.7 0.0050
C -0.6421 -2.1962 3.6586 -0.1 0.2 -0.2 -0.3278
O -1.6871 -2.8637 3.3512 0.1 0.2 0.1 0.2968
C -0.6563 -1.1807 4.8371 -0.2 -0.2 -0.6 -0.3591
F -1.4334 -1.6945 5.7904 0.0 0.0 0.3 0.1994
F 0.6192 -1.0827 5.2461 0.0 0.0 0.3 0.1577
C -1.2287 0.1557 4.2986 0.1 0.1 0.2 -0.3763
F -2.4091 -0.1835 3.7601 -0.1 0.0 0.0 0.0918
F -0.3949 0.5631 3.3220 0.1 0.0 -0.1 0.1798
C -1.3982 1.2958 5.3168 0.3 0.0 0.2 -0.4245
F -0.2468 1.3889 5.9952 0.3 0.0 0.0 0.1597
F -2.3548 0.9408 6.1940 -0.4 0.0 0.0 0.1395
C -1.7594 2.6744 4.6622 0.0 0.5 0.0 -0.2724
O -1.0712 3.6082 5.0057 -0.2 -0.6 0.0 0.0792
Si -3.1777 2.9664 3.3490 0.1 0.2 -0.8 0.6015
O -4.5732 3.3646 4.0974 0.0 -0.3 0.3 -0.4438
Si -5.4780 2.5739 5.2143 0.1 -0.2 0.0 0.3136
P -7.7421 2.5949 4.7302 0.4 -0.3 0.2 0.4084
O -8.2468 4.0455 4.7685 -0.8 0.1 -0.2 -0.5559
O -8.2883 1.9031 3.4155 -0.2 0.4 0.2 -0.2210
O -8.4702 1.7858 5.9027 0.2 0.2 0.0 -0.1491
H -2.4817 -2.6149 3.8690 0.0 0.0 -0.1 0.1876
H -2.7368 4.1405 2.5913 0.1 0.1 0.2 0.0065
H -3.1875 1.8037 2.4584 -0.1 0.0 0.1 -0.0345
H -4.9851 1.2709 5.6618 -0.1 0.2 0.5 -0.1016
H -5.5018 3.4557 6.4091 -0.3 0.2 -0.2 -0.0187
H -9.1562 1.4968 3.5676 0.1 -0.3 -0.2 0.1029
H -7.8660 1.3270 6.5030 -0.2 -0.1 0.0 0.0927
C 2.8957 -3.1057 1.0456 0.4 -0.4 0.8 -0.0659
C 2.2535 -3.8143 -0.1593 -0.8 -0.2 -0.3 -0.2221
O 3.1498 -3.9893 -1.2000 1.0 0.3 0.4 -0.0803
C 4.0944 -5.0764 -1.1621 -1.1 -0.2 0.0 -0.4154
O 3.5929 -6.2201 -0.8933 0.3 -0.1 0.1 0.0957
C 5.3311 -4.7552 -0.2275 0.4 0.3 -0.4 -0.5498
F 5.6464 -3.4587 -0.2461 -0.1 0.0 0.1 0.1674
F 6.3810 -5.4488 -0.6361 -0.1 -0.1 0.1 0.1884
F 5.0930 -5.0884 1.0649 0.0 0.0 0.0 0.1180
H 3.5409 -2.2782 0.7528 0.0 0.1 0.0 0.1284
H 2.0650 -2.6895 1.6323 -0.4 0.7 -1.2 0.0089
H 3.5100 -3.8127 1.6494 0.1 0.0 -0.1 0.0653
H 1.4843 -3.1361 -0.5401 0.1 0.1 0.0 0.1170
H 1.7494 -4.7468 0.1200 0.3 -0.1 0.1 0.1368
H 4.5630 -4.9673 -2.1922 0.2 0.0 0.0 0.1812
N 1.3976 -1.0661 -2.0240 0.1 0.0 0.1 0.0451
C 1.0651 0.2055 -2.2485 0.0 0.0 0.2 -0.1973
C 1.5731 0.9547 -3.2977 0.1 0.0 0.0 -0.0836
C 2.4760 0.3565 -4.1614 0.0 0.0 0.0 -0.0910
C 2.8341 -0.9677 -3.9453 -0.1 0.1 0.0 -0.0609
C 2.2673 -1.6305 -2.8702 -0.2 0.0 0.0 -0.1504
H 0.3569 0.6444 -1.5546 0.0 0.1 -0.1 0.0920
H 1.2584 1.9809 -3.4237 0.0 0.0 0.0 0.0947
H 2.8940 0.9116 -4.9906 0.0 0.0 0.0 0.1056
H 3.5392 -1.4755 -4.5891 0.0 0.0 0.0 0.1022
H 2.5002 -2.6623 -2.6536 0.1 0.1 -0.3 0.0819
Mg 2.1283 -3.1349 3.3350 0.2 0.1 -0.2 1.3210
O -1.8361 6.3956 5.3935 -0.1 0.1 0.0 -0.0266
H -1.5129 5.4790 5.2670 0.1 0.1 0.0 -0.0350
Cl 0.2377 0.0866 -6.8218 0.0 0.0 0.0 0.5625
C -0.5442 -1.3912 -6.2011 0.0 -0.1 0.0 -0.6455
C -1.8726 -1.0934 -5.5570 -0.1 -0.1 0.0 -0.6410
Cl -1.6914 -0.1833 -4.0322 -0.1 0.0 -0.1 0.5886
H 0.1407 -1.8679 -5.5028 0.0 0.1 0.0 0.0594
H -0.6957 -2.0505 -7.0540 0.0 0.0 0.0 0.0747
H -2.3819 -2.0231 -5.3099 0.0 0.0 0.0 0.0730
H -2.5101 -0.5150 -6.2205 0.0 0.1 0.0 0.0697
Al -9.9274 4.7562 4.2917 0.5 0.1 0.2 0.8001
C -2.4324 3.5856 -4.0487 -0.1 -0.1 -0.1 -0.2742
S -1.1853 4.2438 -2.9418 0.1 0.0 -0.1 0.8069
O -0.7952 3.1427 -2.0128 -0.1 0.0 0.0 -0.5736
C -2.2870 5.3328 -2.0377 -0.1 0.0 0.1 -0.2709
H -1.9610 2.8402 -4.6862 0.1 0.0 0.0 0.0278
H -3.2285 3.1177 -3.4691 0.0 0.0 0.0 0.0596
H -2.8315 4.3926 -4.6632 0.0 0.0 0.0 0.0578
H -3.0894 4.7451 -1.5914 0.0 0.0 0.0 0.0557
H -2.6909 6.0809 -2.7190 0.0 0.0 0.0 0.0566
H -1.7044 5.8215 -1.2597 0.0 0.0 0.0 0.0493
C -2.9028 10.0264 4.9462 0.0 0.0 0.0 -2.0584
Cl -3.3500 10.2599 3.2567 0.0 0.0 0.0 0.5321
Cl -3.0901 11.5364 5.8257 0.0 0.0 0.0 0.5561
Cl -3.9405 8.7913 5.6673 0.0 -0.1 0.0 0.5427
Cl -1.2189 9.4977 5.0425 0.0 -0.1 0.0 0.5645
C 6.8440 -4.4855 -3.7228 0.0 0.0 0.0 -0.3093
O 5.9065 -3.8431 -3.2481 -0.2 -0.2 0.1 -0.0004
N 6.8041 -5.0988 -4.9072 0.0 0.0 0.0 -0.1702
C 7.9381 -5.8410 -5.4291 -0.1 0.0 0.0 -0.0313
C 5.5855 -5.0192 -5.6987 0.0 0.0 0.1 -0.0175
H 7.8010 -4.5991 -3.1951 0.0 0.0 0.0 0.1455
H 8.2650 -5.4107 -6.3761 0.0 0.0 0.0 0.0997
H 7.6611 -6.8828 -5.5936 0.0 0.0 0.0 0.0994
H 8.7617 -5.8021 -4.7203 0.0 0.0 0.0 0.0899
H 5.3507 -3.9788 -5.9220 0.0 0.0 0.0 0.0965
H 4.7477 -5.4446 -5.1455 0.0 0.0 0.0 0.0955
H 5.7250 -5.5686 -6.6250 0.0 0.0 0.0 0.0939
Br -5.5899 0.2404 3.4407 0.0 -0.1 -0.2 -0.0737
```
Positions in Å, forces in eV/Å.